1.
DFT (wB97M-V/def2-TZVPD) results for C11H29BaF3N2O13S as an isolated structure.

Cartesian coordinates (Å):
Ba  0.240  0.817  0.174
N  -1.198  5.204  2.375
O  -1.621  6.168  1.797
O  -1.425  4.056  1.948
O  -0.505  5.425  3.357
C  1.401  -0.940  -6.394
F  0.929  0.288  -6.522
F  0.388  -1.820  -6.329
F  2.182  -1.173  -7.382
S  2.342  -0.975  -4.691
O  3.491  -0.012  -4.881
O  1.342  -0.508  -3.696
O  2.668  -2.399  -4.473
C  -1.694  -4.919  -0.685
C  -1.681  -3.413  -0.734
C  -2.661  -2.881  0.147
O  -2.519  -1.494  0.505
C  -3.652  -1.097  1.269
N  -0.410  -3.117  -0.113
H  -2.740  -5.211  -0.769
H  -1.410  -5.429  0.236
H  -1.191  -5.320  -1.565
H  -1.833  -2.983  -1.724
H  -2.651  -3.505  1.041
H  -3.607  -3.098  -0.350
H  -3.426  -0.088  1.613
H  -3.756  -1.713  2.162
H  -4.520  -1.108  0.610
H  0.310  -3.464  -0.730
H  -0.379  -3.741  0.680
C  4.828  1.242  0.679
C  4.406  2.427  1.600
O  3.349  3.070  1.037
O  3.962  0.135  0.657
H  5.835  0.934  0.961
H  4.787  1.551  -0.365
H  5.354  2.945  1.746
H  3.978  2.123  2.555
H  3.533  3.965  1.332
H  4.534  -0.601  0.429
C  -1.749  3.293  -3.501
C  -0.315  3.751  -3.670
O  0.417  3.481  -2.400
O  -1.894  2.095  -2.880
H  -2.206  3.408  -4.484
H  -2.266  3.975  -2.826
H  -0.215  4.828  -3.812
H  0.036  3.173  -4.524
H  1.204  4.015  -2.534
H  -2.798  1.791  -2.988
C  0.027  -0.808  5.431
C  -1.303  -1.181  6.025
O  -1.639  -2.569  5.839
O  0.288  -1.153  4.058
H  0.769  -1.291  6.066
H  0.177  0.266  5.535
H  -1.953  -0.552  5.418
H  -1.358  -0.934  7.085
H  -2.184  -2.867  6.571
H  -0.022  -2.061  4.080

**Energy**: -61147.520 eV
**Energy relative to the best compared isomer or geometry (same formula, charge and spin)**: 183.3 kcal per mole
**Spin multiplicity**: 1
**Total charge**: 0
**Gap between HOMO and LUMO**: 5.8 eV

Here are the Mulliken charges for atoms 1 to 6, given in e: number 1, Ba, carries 1.699; number 2, N, carries 0.981; number 3, O, carries -0.602; number 4, O, carries -0.701; number 5, O, carries -0.640; number 6, C, carries 0.575


2.
DFT (wB97M-V/def2-TZVPD) results for C31H49NO3P2STm as an isolated structure.

Cartesian coordinates (Å):
Tm  -0.739  -0.021  -1.145
C  -0.427  -2.524  -1.459
C  -0.240  -1.853  -2.720
C  1.611  -1.450  -1.378
C  0.738  -2.294  -0.660
C  0.988  -1.118  -2.627
C  -1.442  -3.565  -1.169
H  -2.443  -3.246  -1.496
H  -1.490  -3.793  -0.095
H  -1.204  -4.508  -1.696
C  1.141  -3.029  0.550
H  0.328  -3.611  0.980
H  1.475  -2.307  1.306
H  1.986  -3.709  0.356
C  3.012  -1.201  -1.010
H  3.666  -2.050  -1.265
H  3.130  -1.025  0.068
H  3.400  -0.313  -1.511
C  1.634  -0.350  -3.710
H  2.040  -0.998  -4.502
H  2.450  0.268  -3.320
H  0.906  0.317  -4.176
C  -1.062  -2.053  -3.935
H  -0.727  -2.936  -4.508
H  -0.976  -1.184  -4.597
H  -2.118  -2.217  -3.676
C  -2.639  1.308  -1.111
C  -2.857  0.178  -1.913
C  -3.612  0.276  -3.223
C  -2.814  0.817  -4.437
C  -1.434  1.345  -4.121
C  -1.238  2.432  -3.360
C  -2.381  3.254  -2.808
C  -3.090  2.679  -1.546
H  -4.517  0.892  -3.093
H  -3.425  1.599  -4.927
H  -3.989  -0.726  -3.477
H  -4.182  2.684  -1.720
H  -2.582  1.210  -0.004
H  -2.932  -0.830  -1.433
H  -2.937  3.378  -0.709
H  -1.998  4.261  -2.576
H  -0.259  2.935  -3.341
H  -3.154  3.419  -3.580
H  -2.715  0.025  -5.197
H  -0.643  0.971  -4.790
P  -2.022  -0.985  1.468
C  -1.796  -2.446  2.541
H  -2.274  -2.220  3.503
H  -0.741  -2.654  2.727
H  -2.280  -3.321  2.091
C  -2.239  0.298  2.752
H  -2.778  -0.172  3.588
H  -2.822  1.139  2.357
H  -1.257  0.633  3.106
C  -3.818  -1.282  1.097
H  -4.260  -0.419  0.576
H  -4.329  -1.451  2.062
H  -3.913  -2.176  0.461
P  0.887  2.157  -0.142
C  1.893  2.691  -1.577
H  2.087  3.768  -1.468
H  1.371  2.504  -2.523
H  2.832  2.125  -1.579
C  -0.178  3.638  0.103
H  -0.733  3.885  -0.816
H  0.485  4.470  0.393
H  -0.894  3.427  0.914
C  2.090  2.419  1.205
H  2.410  3.473  1.187
H  2.950  1.744  1.074
H  1.607  2.178  2.163
O  4.038  -0.218  1.654
C  3.357  -0.484  2.681
N  2.069  -0.894  2.683
S  1.348  -0.912  4.155
O  0.465  0.222  4.332
O  0.859  -2.230  4.506
C  2.853  -0.546  4.997
C  3.039  -0.394  6.365
C  4.302  0.025  6.801
C  5.332  0.281  5.869
C  5.103  0.136  4.498
C  3.848  -0.296  4.071
H  2.212  -0.596  7.044
H  4.491  0.145  7.867
H  6.302  0.634  6.232
H  5.863  0.368  3.746

**Energy**: -99509.851 eV
**Spin multiplicity**: 3
**Total charge**: +1
**Gap between HOMO and LUMO (spin up / spin down)**: 5.0 / 5.0 eV

Here are the Mulliken charges for atoms 1 to 6, given in e: number 1, Tm, carries -0.981; number 2, C, carries 0.535; number 3, C, carries 0.798; number 4, C, carries 0.922; number 5, C, carries 0.354; number 6, C, carries 0.407


3.
DFT (wB97M-V/def2-TZVPD) results for one molecule with the formula C4H7N3.

Cartesian coordinates (Å):
C  1.354  -1.345  -1.355
C  -0.988  0.065  1.150
C  -0.021  1.238  0.906
C  0.174  -0.407  -0.827
N  0.350  -0.969  -2.093
N  -0.729  -0.944  0.070
N  0.343  0.931  -0.496
H  -0.594  -0.400  2.009
H  -2.039  0.478  1.189
H  -0.503  2.165  0.982
H  0.799  1.153  1.695
H  2.256  -2.060  -1.796
H  -1.534  -1.225  -0.445
H  1.132  1.321  -0.986

**Energy**: -8728.293 eV
**Energy relative to the best compared isomer or geometry (same formula, charge and spin)**: 78.1 kcal per mole
**Spin multiplicity**: 1
**SMILES**: C1=NC12NCCN2
**Total charge**: 0
**Gap between HOMO and LUMO**: 9.1 eV

Here are the Mulliken charges for atoms 1 to 6, given in e: number 1, C, carries -0.780; number 2, C, carries -0.334; number 3, C, carries -0.440; number 4, C, carries 0.994; number 5, N, carries -0.593; number 6, N, carries -0.380


4.
DFT (wB97M-V/def2-TZVPD) results for C26H63MnO19P2 as an isolated structure.

Cartesian coordinates (Å):
Mn  2.991  0.270  3.855
C  1.126  -0.401  0.338
C  1.904  -0.084  1.589
O  1.416  0.721  2.449
O  3.006  -0.660  1.782
H  0.893  -1.467  0.361
H  1.747  -0.169  -0.527
H  0.166  0.107  0.265
C  -0.813  -0.683  4.235
O  -0.245  -1.837  4.891
P  1.130  -2.421  4.431
O  2.300  -1.498  4.546
O  1.259  -3.726  5.277
C  2.123  -3.766  6.444
O  0.919  -2.838  2.937
C  1.771  -3.867  2.361
H  -0.373  0.251  4.584
H  -1.869  -0.708  4.486
H  -0.693  -0.732  3.155
H  2.899  -4.503  6.260
H  1.497  -4.070  7.279
H  2.555  -2.800  6.690
H  2.646  -3.334  1.976
H  1.251  -4.327  1.530
H  2.127  -4.571  3.107
C  6.175  5.092  3.384
O  5.704  3.730  3.333
P  4.260  3.408  2.858
O  3.834  2.014  3.094
O  4.235  3.766  1.326
C  3.172  3.228  0.495
O  3.389  4.527  3.565
C  1.963  4.437  3.534
H  5.668  5.778  2.703
H  7.220  5.091  3.094
H  6.020  5.472  4.391
H  2.258  3.033  1.061
H  3.498  2.325  -0.010
H  2.918  4.053  -0.166
H  1.556  5.019  2.709
H  1.549  4.748  4.491
H  1.590  3.411  3.411
C  1.458  6.829  -1.539
O  0.161  7.010  -2.074
C  -0.067  6.457  -3.350
C  -0.441  4.998  -3.277
O  0.731  4.272  -2.961
C  0.561  3.071  -2.253
C  1.091  1.895  -3.032
O  2.415  2.149  -3.414
C  3.124  1.023  -3.864
H  1.389  6.216  -0.632
H  1.809  7.807  -1.190
H  2.161  6.408  -2.254
H  0.805  6.598  -4.003
H  -0.833  7.052  -3.853
H  -0.920  4.690  -4.218
H  -1.196  4.838  -2.498
H  -0.480  2.913  -1.945
H  1.085  3.169  -1.294
H  0.465  1.688  -3.908
H  1.075  1.010  -2.375
H  2.879  0.149  -3.246
H  4.186  1.252  -3.843
H  2.853  0.766  -4.896
C  -0.540  -1.604  -2.858
O  -0.591  -0.901  -4.082
C  -1.597  -1.301  -4.969
C  -1.447  -2.629  -5.691
O  -1.275  -3.767  -4.839
C  -2.463  -4.147  -4.193
C  -2.233  -5.400  -3.387
O  -1.177  -5.181  -2.485
C  -1.050  -6.227  -1.551
H  -0.447  -2.683  -2.954
H  -1.445  -1.419  -2.255
H  0.299  -1.201  -2.292
H  -1.648  -0.546  -5.760
H  -2.594  -1.251  -4.505
H  -0.584  -2.687  -6.352
H  -2.359  -2.808  -6.273
H  -3.293  -4.325  -4.894
H  -2.831  -3.341  -3.540
H  -1.927  -6.199  -4.076
H  -3.180  -5.693  -2.917
H  -0.664  -7.160  -1.980
H  -2.049  -6.507  -1.186
H  -0.459  -5.885  -0.707
C  -5.889  0.597  1.736
O  -4.677  0.057  2.187
C  -3.537  0.494  1.488
C  -3.408  -0.047  0.064
O  -2.989  -1.389  0.052
C  -4.046  -2.342  0.117
C  -3.448  -3.733  0.176
O  -2.809  -4.175  1.350
C  -1.807  -3.324  1.844
H  -6.643  0.398  2.491
H  -6.240  0.160  0.789
H  -5.814  1.671  1.521
H  -2.685  0.057  2.018
H  -3.451  1.587  1.537
H  -2.644  0.562  -0.430
H  -4.350  0.075  -0.483
H  -4.629  -2.314  -0.810
H  -4.654  -2.176  1.010
H  -2.815  -3.905  -0.707
H  -4.300  -4.411  0.051
H  -2.243  -2.425  2.303
H  -1.079  -3.009  1.091
H  -1.343  -3.823  2.693

**Energy**: -116780.435 eV
**Energy relative to the best compared isomer or geometry (same formula, charge and spin)**: 0.0 kcal per mole
**Spin multiplicity**: 6
**Total charge**: +1
**Gap between HOMO and LUMO (spin up / spin down)**: 8.0 / 7.4 eV

Here are the Mulliken charges for atoms 1 to 6, given in e: number 1, Mn, carries 0.884; number 2, C, carries -0.589; number 3, C, carries 1.328; number 4, O, carries -0.616; number 5, O, carries -0.836; number 6, H, carries 0.086


5.
DFT (wB97M-V/def2-TZVPD) results for a 6-piece molecular cluster, C24H66N6O6 overall.

Cartesian coordinates (Å):
C  5.764  1.051  -5.380
C  4.560  1.810  -4.917
C  4.796  3.342  -4.987
O  5.019  3.707  -6.326
C  6.010  4.723  -6.692
N  3.520  1.436  -5.859
H  6.743  1.454  -5.121
H  5.780  1.046  -6.470
H  5.712  0.035  -4.989
H  4.267  1.510  -3.911
H  5.536  3.800  -4.330
H  3.962  3.976  -4.685
H  6.216  4.732  -7.763
H  6.941  4.660  -6.129
H  5.533  5.684  -6.502
H  3.977  1.773  -6.695
H  2.727  2.048  -5.732
C  -3.222  -3.406  -8.805
C  -3.697  -3.795  -7.394
C  -3.831  -5.334  -7.236
O  -4.695  -5.988  -8.206
C  -6.138  -5.617  -8.201
N  -2.656  -3.241  -6.477
H  -2.283  -3.871  -9.103
H  -3.164  -2.322  -8.908
H  -4.042  -3.781  -9.416
H  -4.667  -3.297  -7.392
H  -4.199  -5.196  -6.219
H  -2.895  -5.889  -7.282
H  -6.434  -4.697  -8.705
H  -6.475  -5.657  -7.166
H  -6.658  -6.448  -8.677
H  -2.173  -2.363  -6.598
H  -1.946  -3.943  -6.325
C  1.669  -2.552  2.113
C  0.642  -2.225  1.045
C  -0.011  -0.838  1.159
O  -0.748  -0.444  -0.045
C  -2.005  -1.228  -0.246
N  1.238  -2.280  -0.228
H  2.622  -2.030  2.021
H  1.831  -3.618  1.957
H  1.273  -2.302  3.097
H  -0.058  -3.050  1.182
H  0.732  -0.041  1.146
H  -0.647  -0.660  2.026
H  -1.718  -2.278  -0.307
H  -2.618  -0.967  -1.109
H  -2.676  -1.143  0.609
H  1.896  -1.516  -0.175
H  0.463  -1.950  -0.787
C  -6.089  2.070  8.447
C  -5.992  0.609  7.795
C  -5.076  0.561  6.591
O  -5.616  0.736  5.271
C  -5.811  2.146  4.951
N  -5.210  -0.116  8.750
H  -5.111  2.326  8.855
H  -6.755  1.944  9.301
H  -6.450  2.817  7.740
H  -6.954  0.124  7.625
H  -4.787  -0.487  6.523
H  -4.063  0.946  6.705
H  -5.025  2.779  5.364
H  -6.809  2.464  5.251
H  -5.760  2.145  3.863
H  -5.596  0.162  9.640
H  -5.308  -1.118  8.670
C  5.857  -3.755  14.789
C  6.296  -3.966  13.312
C  5.799  -2.886  12.287
O  4.372  -3.127  12.025
C  3.941  -2.321  10.924
N  7.733  -4.167  13.218
H  4.778  -3.665  14.919
H  6.369  -2.911  15.249
H  6.183  -4.519  15.494
H  5.977  -4.974  13.046
H  6.242  -3.054  11.305
H  5.989  -1.845  12.550
H  2.868  -2.474  10.805
H  4.401  -2.659  9.995
H  3.986  -1.259  11.167
H  8.180  -4.427  12.350
H  8.223  -3.300  13.386
C  -1.961  5.780  -9.174
C  -1.376  5.744  -7.824
C  -1.370  4.376  -7.090
O  -0.842  4.454  -5.803
C  -1.140  5.375  -4.806
N  -0.017  6.375  -7.934
H  -1.489  5.045  -9.826
H  -1.929  6.697  -9.763
H  -2.998  5.473  -9.040
H  -1.889  6.458  -7.180
H  -0.773  3.678  -7.676
H  -2.392  4.015  -6.974
H  -2.166  5.710  -4.654
H  -0.468  6.174  -5.120
H  -0.847  4.947  -3.848
H  0.729  5.885  -7.461
H  0.369  6.195  -8.850

**Energy**: -47175.893 eV
**Energy relative to the best compared isomer or geometry (same formula, charge and spin)**: 134.3 kcal per mole
**Spin multiplicity**: 1
**SMILES**: COC[C@H](C)N.COC[C@H](C)N.COC[C@H](C)N.COC[C@H](C)N.COC[C@H](C)N.COC[C@H](C)N
**Total charge**: 0
**Gap between HOMO and LUMO**: 9.3 eV

Here are the Mulliken charges for atoms 1 to 6, given in e: number 1, C, carries -1.201; number 2, C, carries 0.146; number 3, C, carries -0.717; number 4, O, carries -0.321; number 5, C, carries -0.783; number 6, N, carries -0.752